144
Properties=species:S:1:pos:R:3:forces:R:3 method="wB97M-V/def2-TZVPD" fmax_ev_per_a=4.22 homo_lumo_gap_ha=0.281 e_above_lowest_kcal_mol=52.7 total_charge=0 lumo_energy_ev=-0.483 homo_energy_ev=-8.12
C 1.153 -3.376 -1.669 0.8223 -0.6557 -0.2197
C -0.045 -3.201 -2.551 -0.1431 1.6761 2.9102
O -0.965 -2.514 -2.161 -1.2860 0.8410 0.4740
N -0.117 -3.856 -3.661 2.0497 -2.2277 -2.9350
C -1.249 -4.014 -4.478 -1.8538 0.1108 -0.6910
H 1.937 -2.636 -1.832 -0.1287 0.1437 -0.0964
H 1.571 -4.362 -1.875 0.2735 -0.0614 0.1823
H 0.857 -3.330 -0.621 -0.1580 0.0917 -0.1860
H 0.739 -4.190 -4.080 0.0278 -0.1985 0.4219
H -1.310 -4.993 -4.954 0.3679 -0.1517 0.2258
H -1.309 -3.297 -5.298 -0.0023 0.3145 0.0380
H -2.145 -3.920 -3.864 0.0044 0.1519 -0.0361
C -0.046 1.602 3.835 0.6123 -0.6637 -0.6257
C 0.535 2.001 5.177 -2.0350 2.2684 0.7852
O 0.077 3.003 5.746 0.1233 0.0091 -0.5011
N 1.440 1.272 5.783 1.1639 -2.0471 -1.3057
C 2.164 1.660 6.951 -0.1453 0.6508 -0.1187
H -0.264 2.462 3.202 -0.0238 0.2575 0.4591
H -0.970 1.030 3.924 -0.0905 0.0573 0.3251
H 0.639 0.989 3.248 0.1776 -0.1989 0.0694
H 1.731 0.426 5.313 0.1471 0.0123 -0.0581
H 1.472 1.565 7.788 0.4595 0.3930 0.4450
H 2.511 2.675 6.756 -0.1627 0.1987 0.6816
H 3.074 1.071 7.068 -0.2904 -0.2872 -0.0348
C -3.696 2.798 -0.162 0.3765 0.6230 -0.9568
C -3.109 4.219 -0.258 -0.6925 0.8102 1.7409
O -3.615 5.180 0.330 -0.0043 -0.8714 -0.4828
N -1.955 4.391 -0.924 2.2040 0.5145 -1.3382
C -1.174 5.680 -0.901 -1.7459 0.0528 0.7570
H -4.779 2.896 -0.080 0.1697 -0.0991 0.1804
H -3.277 2.182 0.633 -0.1056 0.3959 0.2873
H -3.478 2.251 -1.079 -0.1148 -0.0435 -0.1778
H -1.510 3.606 -1.378 -0.1696 -0.0394 -0.0122
H -0.384 5.861 -1.630 0.0063 -1.0534 -0.0045
H -0.807 5.862 0.109 0.2747 -0.0978 -0.0621
H -1.870 6.502 -1.067 -0.2458 -0.0906 0.0210
C 4.992 1.498 -5.562 -0.0728 0.0596 0.1580
C 4.266 1.825 -4.225 2.5953 -0.3976 -0.5378
O 4.891 2.465 -3.378 -1.4793 -0.3405 -0.5993
N 3.101 1.187 -4.059 -0.8791 0.0170 0.3136
C 2.175 1.415 -2.964 -0.3153 0.6656 -0.2655
H 4.526 0.834 -6.291 -0.7083 0.0926 0.1909
H 5.907 0.957 -5.323 0.1774 0.4102 0.2532
H 5.231 2.427 -6.080 0.1688 -0.0215 0.1663
H 2.670 0.756 -4.865 0.4548 0.0854 0.0468
H 1.663 2.370 -3.086 -0.0724 0.0323 -0.1175
H 2.630 1.510 -1.977 0.2571 -0.7502 -0.1834
H 1.408 0.648 -3.070 0.0678 -0.0113 0.6458
C 3.726 -2.995 3.115 -0.9577 -0.2843 -0.8794
C 4.601 -3.276 1.908 0.2275 0.2793 1.1297
O 5.807 -3.150 2.019 0.2906 0.0604 -0.5114
N 4.022 -3.741 0.781 -1.0471 -0.0419 -0.1788
C 4.749 -4.022 -0.423 -0.1393 -0.5175 0.1878
H 3.726 -3.912 3.705 0.3501 0.1947 0.4270
H 2.680 -2.862 2.839 -0.0641 0.1508 -0.1972
H 3.999 -2.088 3.654 0.3231 -0.4183 0.0419
H 3.030 -3.899 0.674 0.1563 0.4008 0.7411
H 4.098 -4.699 -0.977 0.2580 0.0140 -0.3683
H 5.652 -4.566 -0.143 0.2382 0.3563 -0.4134
H 4.907 -3.106 -0.992 0.4557 -0.1561 -0.1134
C -4.419 -1.489 3.366 1.1137 1.0247 1.2379
C -4.600 -0.682 2.145 3.2711 0.0730 0.3255
O -3.673 -0.058 1.617 -0.3397 -0.1178 0.1546
N -5.790 -0.735 1.692 -3.1890 -0.6701 0.3786
C -6.252 0.030 0.631 -1.3254 0.9633 -1.7904
H -3.761 -0.804 3.901 0.7382 -0.6566 0.3594
H -3.944 -2.437 3.114 -0.1642 -0.0431 0.4950
H -5.280 -1.473 4.034 -0.2807 -0.8243 -0.4045
H -6.423 -1.380 2.143 0.0466 0.3636 -0.0390
H -6.511 1.072 0.818 0.5611 0.2539 0.6674
H -7.245 -0.364 0.416 0.2433 -0.2813 -1.0057
H -5.504 0.046 -0.161 -0.5433 -0.1537 -0.3525
C -4.338 -3.326 -0.469 0.2748 -0.0345 0.4308
C -4.580 -4.699 -1.067 1.2211 -3.1863 1.5690
O -4.116 -5.749 -0.487 -1.4795 3.2419 -2.0096
N -5.371 -4.758 -2.163 0.3048 1.3009 -0.3714
C -5.829 -5.957 -2.841 0.7862 -0.8391 1.3836
H -4.981 -3.273 0.410 -0.0190 0.0599 0.0917
H -4.515 -2.422 -1.052 -0.2929 -0.3337 -0.4330
H -3.311 -3.247 -0.115 -0.0100 -0.2539 -0.0212
H -5.648 -3.847 -2.500 -0.1500 -0.2533 -0.1549
H -5.001 -6.664 -2.890 0.2875 0.1644 -0.3831
H -6.243 -5.802 -3.838 -0.1076 0.2826 0.4108
H -6.467 -6.473 -2.124 -0.7470 -0.0378 -0.5089
C 1.434 3.950 1.248 -0.5399 0.7193 -0.8384
S 2.245 4.839 -0.138 0.9468 0.0196 1.4608
O 2.689 6.154 0.473 -0.4262 -1.0354 -0.8026
C 3.771 3.803 -0.259 -0.3743 0.4631 -0.2202
H 1.326 2.888 1.029 0.5486 -0.0731 0.3538
H 0.424 4.357 1.280 -0.0934 0.1158 -0.0189
H 1.911 4.276 2.173 0.3358 -0.4926 -0.0658
H 3.581 2.774 -0.562 -0.3059 0.0932 0.0252
H 4.324 3.801 0.681 -0.1714 0.2989 0.0199
H 4.341 4.290 -1.050 0.1494 -0.0737 0.1083
C -3.199 -0.422 -3.059 -0.6230 0.2924 -0.3120
S -5.038 -0.278 -3.152 -0.3027 1.4728 0.8707
O -5.491 0.959 -2.382 0.7149 -1.4406 -0.7721
C -5.164 0.203 -4.884 -0.2916 0.0759 0.2503
H -2.688 0.512 -3.293 -0.2631 0.2627 0.0439
H -2.894 -1.163 -3.797 -0.0156 -0.2357 0.2221
H -2.928 -0.727 -2.048 -0.1246 -0.1731 -0.1290
H -4.868 -0.674 -5.460 0.5680 0.4536 -0.3520
H -4.646 1.160 -4.947 0.6633 -0.3587 -0.4566
H -6.178 0.459 -5.192 -0.2813 -0.3586 0.5880
C 2.166 -3.215 6.619 -0.8569 0.2159 -0.8814
S 0.922 -2.068 5.742 1.9821 -0.1301 -0.3388
O 1.836 -1.224 4.847 -1.1313 -1.3777 0.5704
C 0.152 -3.292 4.620 0.6066 0.0944 -0.2783
H 1.616 -4.012 7.119 0.0463 0.1354 0.1775
H 2.806 -2.644 7.292 -0.5010 0.2344 0.0644
H 2.827 -3.644 5.867 -0.2396 0.0630 -0.2244
H -0.319 -4.125 5.140 0.1046 0.1267 0.1139
H 0.950 -3.621 3.954 0.1176 -0.3067 0.2327
H -0.562 -2.811 3.950 -0.1738 0.3541 0.4487
C -0.225 2.041 -5.706 0.0044 0.3151 -0.0175
S -1.063 3.069 -4.413 1.5674 -0.1564 0.7956
O -0.722 2.392 -3.095 -0.8064 0.2534 -1.0123
C 0.071 4.551 -4.395 -0.2226 -0.5284 -0.3909
H -0.652 1.044 -5.812 -0.2584 0.0169 0.7483
H 0.828 1.963 -5.432 -0.0442 0.0847 -0.1176
H -0.360 2.445 -6.709 0.1839 0.5683 0.1361
H 1.035 4.385 -3.914 -0.1152 -0.7386 0.0775
H -0.420 5.306 -3.781 -0.2672 0.0378 -0.4496
H 0.286 4.848 -5.422 -0.3777 0.3444 0.0371
C -0.472 1.162 -0.447 0.8590 -0.4173 0.7457
S 0.857 -0.054 0.038 -0.3037 -0.4670 0.8194
O 1.925 0.581 0.930 -1.5792 -0.3001 -0.9645
C -0.277 -1.086 1.166 0.6962 0.3849 -0.6336
H -0.031 1.985 -1.009 0.1743 -0.1466 0.2181
H -0.933 1.491 0.484 -0.1285 0.1592 -0.1515
H -1.181 0.663 -1.107 0.0722 -0.2046 0.1922
H -0.858 -1.823 0.611 -0.2168 0.5016 -0.5579
H -0.913 -0.387 1.710 0.0333 -0.2766 0.1427
H 0.348 -1.715 1.800 0.3597 0.5639 0.2637
C 4.286 1.493 2.589 -0.2089 0.4878 -0.4395
S 5.175 2.721 3.622 0.2103 -2.3359 0.0774
O 4.807 2.228 4.985 0.1671 0.6512 0.2246
C 6.894 2.055 3.334 -0.8592 0.4287 -0.3303
H 4.600 0.462 2.755 0.4256 0.2027 0.1702
H 4.315 1.744 1.529 0.2124 -0.0976 0.0230
H 3.235 1.532 2.874 0.0514 0.2889 0.1774
H 7.186 2.314 2.316 0.1478 0.2334 0.0399
H 6.918 0.968 3.409 -0.2167 0.0926 0.3354
H 7.522 2.542 4.081 0.0237 -0.0900 -0.1475

***

10
Properties=species:S:1:pos:R:3:forces:R:3 method="wB97M-V/def2-TZVPD" fmax_ev_per_a=5.45 homo_lumo_gap_ha="0.208 / 0.352" e_above_lowest_kcal_mol=85.7 s2=2.013 total_charge=0 lumo_energy_ev="-0.148 / -1.030" homo_energy_ev="-5.80 / -10.60" multiplicity=3
C 0.102 0.475 1.465 -2.5489 0.4551 1.4854
C -0.699 -0.538 -0.595 -2.7541 -0.1101 -0.7298
C 0.387 0.094 -1.392 0.9018 -0.6902 2.3877
O 0.030 0.889 2.726 -3.5183 0.1399 -1.9635
O -0.932 0.281 0.643 0.4317 -0.7702 -0.1161
O 1.515 0.041 -0.976 0.4099 -0.2483 -0.5544
P 1.676 0.346 1.948 5.2785 -1.1693 -0.6649
H -1.706 -0.699 -1.192 1.6539 1.4113 1.4272
H -0.502 -1.576 -0.438 0.8131 -0.5274 1.1623
H 0.128 0.687 -2.189 -0.6677 1.5091 -2.4338

***

17
Properties=species:S:1:pos:R:3:forces:R:3 method="wB97M-V/def2-TZVPD" fmax_ev_per_a=3.65 homo_lumo_gap_ha=0.364 e_above_lowest_kcal_mol=144.7 total_charge=0 lumo_energy_ev=0.915 homo_energy_ev=-8.99 smiles="C=C=C(C)C.OO"
C -0.509 0.365 -0.004 -0.6822 -0.7552 0.0274
C -0.295 1.117 1.276 0.0268 -0.0429 0.0569
C -0.308 1.129 -1.279 0.1516 -0.2167 -0.0640
C -0.868 -0.917 -0.002 -1.1174 1.5796 0.0331
C -1.601 -1.994 -0.012 0.4364 -0.5209 0.1022
O 1.872 -1.161 -0.171 -0.4082 -2.6970 -1.1086
O 2.681 -0.058 0.226 -1.1329 1.1147 1.0823
H 3.543 -0.260 -0.163 -0.3845 -0.5721 -0.1757
H 0.857 -1.253 0.132 2.9998 2.0694 0.0768
H -0.408 0.484 -2.149 0.0098 0.0142 -0.0112
H -1.056 1.922 -1.346 0.0023 0.0218 0.0634
H -0.375 0.463 2.141 0.0432 0.0256 0.0349
H -1.051 1.900 1.364 -0.0489 -0.0025 -0.0474
H 0.676 1.611 1.275 0.0980 -0.0718 0.0237
H 0.678 1.591 -1.289 0.0546 0.0148 -0.0189
H -2.682 -1.960 -0.010 -0.0771 0.1714 -0.0273
H -1.155 -2.978 0.011 0.0289 -0.1324 -0.0476

***

12
Properties=species:S:1:pos:R:3:forces:R:3 method="wB97M-V/def2-TZVPD" fmax_ev_per_a=0.72 homo_lumo_gap_ha=0.392 e_above_lowest_kcal_mol=49.9 total_charge=0 lumo_energy_ev=0.469 homo_energy_ev=-10.19 smiles="O=C[C@H]1CN1C=O"
O -0.474 1.268 -2.145 -0.0238 -0.6441 0.3315
C -0.271 0.270 -1.493 -0.0873 0.4023 -0.4049
C -0.941 0.068 -0.157 -0.2612 0.0252 -0.1827
C -0.531 -0.996 0.800 0.0218 -0.2235 0.0699
N -0.095 0.366 1.014 0.2280 0.0587 0.1765
C 1.262 0.619 0.694 0.2213 0.1071 0.0323
O 2.098 -0.224 0.504 -0.1207 0.1816 0.2525
H 0.440 -0.500 -1.844 -0.0271 0.0142 0.1190
H -1.953 0.464 -0.127 0.1972 0.0751 0.1068
H 0.251 -1.711 0.554 -0.2230 0.1185 -0.2204
H -1.264 -1.324 1.531 0.0671 -0.0162 -0.2038
H 1.477 1.699 0.668 0.0077 -0.0988 -0.0768